A structure of composition C2H2FNO at a distorted geometry. Source: the OMol25 dataset; level of theory: ωB97M-V with the def2-TZVPD basis set.

Geometry (Å):
C: 0.50 0.42 1.10
C: -0.41 -0.64 0.52
N: 1.08 -0.70 0.91
O: -1.34 -1.13 1.22
F: -1.02 -2.43 2.12
H: 0.76 1.49 1.17
H: -0.23 -0.76 -1.33

Output
* molar mass: 75.042 g/mol
* total charge: 0
* maximum force: 5.2 eV/A
* LUMO energy (alpha / beta): -2.162 / -2.163 eV
* electronic energy: -306.9168 a.u.

=====

A cluster of 2 separate species, C2H8O2 in total at a distorted geometry. Source: the OMol25 dataset; level of theory: ωB97M-V with the def2-TZVPD basis set.

Geometry (Å):
C: 2.31 0.03 -0.27
C: -2.03 0.44 0.11
H: 0.46 -0.61 0.02
H: 3.06 0.79 0.52
H: 3.00 -0.70 -0.95
H: 1.98 0.87 -0.67
H: -2.21 -1.54 0.23
H: -1.06 1.00 0.22
H: -2.87 0.96 -0.58
H: -2.48 0.40 1.10
O: 1.32 -0.66 0.57
O: -1.48 -0.98 -0.29

Output
* molar mass: 64.084 g/mol
* total charge: 0
* maximum force: 6.8 eV/A
* LUMO energy: 0.695 eV
* electronic energy: -231.3546 a.u.

=====

A cluster of 2 separate species, C2H7NO3 in total at a distorted geometry. Source: the OMol25 dataset; level of theory: ωB97M-V with the def2-TZVPD basis set.

Geometry (Å):
N: 0.76 2.27 -0.71
C: 0.49 0.91 -0.41
O: -0.92 0.60 -0.16
H: 0.65 2.50 -1.69
H: 0.29 2.95 -0.14
H: 0.76 0.22 -1.22
H: 1.04 0.65 0.49
H: -1.31 1.47 0.03
O: 0.23 -1.79 1.87
C: -0.20 -2.55 1.07
O: -1.08 -2.23 0.09
H: 0.08 -3.61 1.04
H: -0.79 -1.37 -0.26

Output
* molar mass: 93.082 g/mol
* total charge: 0
* maximum force: 1.2 eV/A
* LUMO energy: 0.764 eV
* electronic energy: -360.8644 a.u.

=====

The molecule C6H10O. Source: the OMol25 dataset; level of theory: ωB97M-V with the def2-TZVPD basis set.

Geometry (Å):
C: -1.24 -2.11 -1.03
C: -0.55 -0.81 -1.05
C: -0.85 0.02 0.13
C: 0.24 0.99 0.55
O: -0.15 1.92 1.52
C: 1.66 0.49 0.57
C: 1.21 1.49 -0.47
H: -1.51 -2.47 -2.03
H: -2.05 -2.28 -0.31
H: -0.39 -2.76 -0.74
H: 1.08 1.12 -1.48
H: -1.28 -0.50 1.01
H: -1.69 0.61 -0.30
H: -0.18 1.46 2.37
H: 2.31 0.85 1.37
H: 1.84 -0.53 0.25
H: 1.55 2.51 -0.35

Output
* molar mass: 98.145 g/mol
* total charge: 0
* maximum force: 0.4 eV/A
* LUMO energy: 0.317 eV
* electronic energy: -309.6950 a.u.

=====

A structure of composition C2H2FIO at a distorted geometry. Source: the OMol25 dataset; level of theory: ωB97M-V with the def2-TZVPD basis set.

Geometry (Å):
C: 0.14 -0.20 -0.52
C: -0.77 -0.17 0.44
O: 0.97 0.84 -0.79
F: -1.56 -1.22 0.53
I: 2.38 1.24 0.58
H: 0.13 -1.09 -1.30
H: -1.28 0.60 1.07

Output
* molar mass: 187.939 g/mol
* total charge: 0
* maximum force: 2.6 eV/A
* LUMO energy: -1.197 eV
* electronic energy: -550.1103 a.u.

=====

The molecule C5H10O2. Source: the OMol25 dataset; level of theory: ωB97M-V with the def2-TZVPD basis set.

Geometry (Å):
C: -1.37 -0.03 -1.91
O: -0.31 -0.34 -1.03
C: -0.15 0.60 -0.01
C: -1.01 0.33 1.23
O: 0.14 -0.07 1.99
C: 1.03 0.26 0.91
C: 1.93 -0.88 0.51
H: -2.21 0.43 -1.39
H: -1.03 0.65 -2.71
H: -1.71 -0.96 -2.37
H: -0.17 1.63 -0.40
H: -1.73 -0.49 1.09
H: -1.52 1.19 1.68
H: 1.63 1.15 1.18
H: 2.59 -0.56 -0.31
H: 2.56 -1.17 1.36
H: 1.35 -1.74 0.17

Output
* molar mass: 102.133 g/mol
* total charge: 0
* maximum force: 0.4 eV/A
* LUMO energy: 1.026 eV
* electronic energy: -346.9326 a.u.

=====

A structure of composition C29H24BrN3O5STa at a distorted geometry. Source: the OMol25 dataset; level of theory: ωB97M-V with the def2-TZVPD basis set.

Geometry (Å):
Ta: 0.06 0.24 0.38
C: 0.40 -0.54 4.79
C: 0.71 0.70 5.33
C: 0.94 1.77 4.48
C: 0.86 1.58 3.11
N: 0.53 0.38 2.59
C: 0.32 -0.66 3.41
C: 1.13 2.65 2.13
C: 1.73 3.85 2.46
C: 1.99 4.77 1.45
C: 1.65 4.46 0.15
C: 1.07 3.24 -0.12
N: 0.80 2.35 0.85
H: 0.23 -1.41 5.41
H: 0.77 0.83 6.40
H: 1.18 2.74 4.89
H: 0.08 -1.61 2.95
H: 2.01 4.07 3.48
H: 2.46 5.72 1.69
H: 1.85 5.15 -0.67
H: 0.80 2.96 -1.13
C: 0.47 -6.63 0.46
O: 1.77 -6.08 0.13
C: 1.97 -4.80 0.11
C: 3.29 -4.39 -0.25
C: 3.59 -3.08 -0.33
C: 2.61 -2.07 -0.07
C: 2.89 -0.72 -0.28
C: 4.24 -0.19 -0.62
O: 1.95 0.20 -0.21
C: 1.32 -2.52 0.34
O: 0.40 -1.57 0.66
C: 0.98 -3.83 0.43
H: 0.58 -7.70 0.37
H: -0.27 -6.27 -0.25
H: 0.20 -6.37 1.48
H: 4.02 -5.16 -0.46
H: 4.59 -2.79 -0.63
H: 5.04 -0.74 -0.12
H: 4.29 0.86 -0.35
H: 4.39 -0.26 -1.70
H: -0.01 -4.12 0.74
Br: -6.62 -0.29 -2.71
C: -4.94 0.51 -3.00
C: -4.78 1.45 -4.02
C: -3.55 2.06 -4.23
C: -2.47 1.75 -3.43
C: -2.64 0.80 -2.42
C: -3.87 0.16 -2.21
C: -1.56 0.49 -1.53
O: -1.56 -0.52 -0.73
O: -0.50 1.22 -1.38
H: -5.63 1.70 -4.65
H: -3.44 2.77 -5.04
H: -1.51 2.22 -3.59
H: -3.98 -0.59 -1.44
S: -4.10 1.32 2.41
C: -3.59 2.61 1.42
C: -2.36 2.36 0.91
N: -1.82 1.15 1.32
C: -2.66 0.51 2.11
H: -4.21 3.48 1.26
H: -1.80 3.01 0.26
H: -2.45 -0.47 2.53

Output
* molar mass: 787.446 g/mol
* total charge: +3
* maximum force: 1.2 eV/A
* LUMO energy: -9.802 eV
* electronic energy: -4688.4815 a.u.

=====

A cluster of 3 separate species, C19H43BFN2O5P in total. Source: the OMol25 dataset; level of theory: ωB97M-V with the def2-TZVPD basis set.

Geometry (Å):
C: 5.65 -2.65 1.66
C: 5.50 -3.11 0.22
C: 5.32 -2.01 -0.83
C: 4.35 -0.88 -0.46
C: 4.91 0.22 0.45
C: 4.25 1.59 0.18
B: 2.69 1.46 0.31
F: 2.22 1.04 1.50
C: 1.62 1.76 -0.80
C: 0.38 0.86 -0.78
C: -0.93 1.64 -0.66
P: -2.39 0.63 -0.40
O: -3.67 1.33 -0.30
O: -2.01 -0.23 0.90
C: -3.04 -0.54 1.87
C: -2.68 -1.82 2.58
O: -2.28 -0.41 -1.61
C: -2.94 -1.69 -1.56
C: -3.02 -2.26 -2.97
H: 5.92 -3.48 2.31
H: 4.73 -2.21 2.05
H: 6.44 -1.90 1.76
H: 4.65 -3.80 0.15
H: 6.38 -3.70 -0.05
H: 6.29 -1.57 -1.09
H: 4.95 -2.48 -1.74
H: 3.45 -1.31 -0.02
H: 4.03 -0.40 -1.40
H: 5.99 0.30 0.31
H: 4.76 -0.04 1.50
H: 4.62 2.32 0.92
H: 4.53 1.95 -0.81
H: 2.10 1.76 -1.78
H: 1.32 2.81 -0.64
H: 0.43 0.15 0.05
H: 0.34 0.27 -1.70
H: -1.12 2.24 -1.55
H: -0.90 2.32 0.20
H: -3.11 0.30 2.56
H: -4.00 -0.63 1.37
H: -3.43 -2.01 3.35
H: -1.70 -1.77 3.05
H: -2.70 -2.67 1.89
H: -3.93 -1.56 -1.13
H: -2.36 -2.33 -0.89
H: -2.60 -3.26 -3.02
H: -2.46 -1.62 -3.66
H: -4.04 -2.30 -3.34
C: -4.66 0.65 -5.98
O: -3.94 -0.33 -5.93
N: -4.87 1.49 -4.95
C: -5.73 2.64 -5.06
C: -4.20 1.21 -3.69
H: -5.20 0.94 -6.90
H: -5.18 3.57 -4.87
H: -6.56 2.58 -4.35
H: -6.15 2.69 -6.07
H: -3.12 1.20 -3.83
H: -4.49 0.23 -3.32
H: -4.47 1.96 -2.96
C: -0.36 1.46 6.10
O: 0.02 1.59 7.24
N: 0.40 0.96 5.10
C: -0.09 0.82 3.74
C: 1.77 0.56 5.40
H: -1.38 1.73 5.77
H: -0.06 -0.22 3.42
H: 0.51 1.41 3.04
H: -1.12 1.17 3.70
H: 1.78 -0.22 6.15
H: 2.34 1.41 5.78
H: 2.23 0.20 4.48

Output
* molar mass: 440.346 g/mol
* total charge: 0
* maximum force: 0.2 eV/A
* LUMO energy: 0.418 eV
* electronic energy: -1701.6950 a.u.

=====

The molecule C5H4S3 at a distorted geometry. Source: the OMol25 dataset; level of theory: ωB97M-V with the def2-TZVPD basis set.

Geometry (Å):
C: 0.96 -1.49 1.45
C: 0.03 -0.72 0.62
C: -1.16 -1.30 0.26
C: -2.22 -0.27 -0.45
C: -1.26 0.91 -0.83
H: 0.38 -2.15 2.18
H: -1.55 -2.33 0.24
H: -2.84 0.17 0.24
H: -2.59 -0.73 -1.33
S: 2.73 -1.53 1.27
S: -1.36 2.15 -1.79
S: 0.40 0.77 0.04

Output
* molar mass: 160.288 g/mol
* total charge: 0
* maximum force: 6.6 eV/A
* LUMO energy: -1.499 eV
* electronic energy: -1387.3697 a.u.

=====

A structure of composition C5H7NO2 at a distorted geometry. Source: the OMol25 dataset; level of theory: ωB97M-V with the def2-TZVPD basis set.

Geometry (Å):
C: -1.25 -0.86 0.05
C: -1.63 0.61 -0.08
C: 0.58 0.40 -0.30
C: 1.93 -0.19 -0.18
C: 0.16 -0.78 0.47
H: -2.49 0.94 0.47
H: -1.89 0.76 -1.12
H: -0.25 1.71 0.98
H: 0.26 0.19 -1.34
H: 2.44 -0.01 0.76
H: 2.67 -0.10 -1.02
H: 0.41 -0.77 1.56
N: -0.38 1.46 0.01
O: -1.87 -1.86 -0.21
O: 1.31 -1.50 -0.06

Output
* molar mass: 113.116 g/mol
* total charge: 0
* maximum force: 3.0 eV/A
* LUMO energy: 0.848 eV
* electronic energy: -399.8293 a.u.

=====

A cluster of 9 separate species, H18O9 in total at a distorted geometry. Source: the OMol25 dataset; level of theory: ωB97M-V with the def2-TZVPD basis set.

Geometry (Å):
O: 25.90 10.35 9.61
H: 25.13 10.29 9.98
H: 26.19 10.02 10.46
O: 27.08 4.72 8.89
H: 27.03 5.39 9.52
H: 26.10 4.73 8.80
O: 27.33 10.19 12.13
H: 27.56 9.61 12.83
H: 28.19 10.20 11.91
O: 27.42 7.81 13.63
H: 27.17 6.88 13.58
H: 27.79 8.28 14.35
O: 24.52 7.92 13.00
H: 25.51 7.65 13.19
H: 24.55 7.62 12.07
O: 27.15 7.02 10.51
H: 26.78 7.47 9.59
H: 26.90 7.71 11.21
O: 23.64 7.36 10.11
H: 22.72 7.10 10.08
H: 23.99 8.00 9.41
O: 28.56 4.71 11.79
H: 28.48 5.34 11.11
H: 29.42 4.56 12.12
O: 26.62 7.13 7.88
H: 27.22 7.61 7.26
H: 27.00 6.31 7.98

Output
* molar mass: 162.135 g/mol
* total charge: 0
* maximum force: 8.8 eV/A
* LUMO energy: 0.119 eV
* electronic energy: -687.8545 a.u.

=====

A cluster of 9 separate species, C53H44BFNO38PS in total at a distorted geometry. Source: the OMol25 dataset; level of theory: ωB97M-V with the def2-TZVPD basis set.

Geometry (Å):
C: 0.64 -9.69 1.17
B: 0.86 -8.25 0.60
O: 1.51 -8.08 -0.59
C: 0.39 -6.83 1.22
O: 1.03 -6.53 2.50
S: 0.16 -7.20 3.65
O: 0.67 -8.49 3.99
O: -0.06 -6.26 4.69
O: -1.19 -7.41 2.80
C: -1.08 -6.62 1.57
C: -2.01 -7.11 0.45
C: -2.58 -8.50 0.67
F: -3.12 -6.26 0.35
P: -1.52 -4.78 1.83
N: -2.78 -4.84 2.97
O: -0.25 -4.17 2.67
H: 0.19 -10.31 0.38
H: 1.61 -10.12 1.42
H: -0.02 -9.74 2.03
H: 1.49 -8.91 -1.10
H: 0.66 -6.06 0.48
H: -1.49 -7.02 -0.51
H: -1.83 -9.27 0.47
H: -3.37 -8.64 -0.07
H: -2.99 -8.62 1.66
H: -2.80 -5.68 3.54
H: -3.66 -4.85 2.45
H: -0.40 -3.21 2.74
C: -4.32 -0.04 3.46
C: -4.10 -1.17 2.77
C: -5.21 -1.90 2.05
O: -4.90 -2.91 1.44
C: -6.56 -1.38 2.13
C: -6.77 -0.25 2.82
C: -5.65 0.49 3.52
O: -5.97 1.52 4.11
O: -7.96 0.31 2.96
O: -2.91 -1.74 2.64
H: -3.53 0.50 3.97
H: -7.35 -1.92 1.62
H: -7.81 1.11 3.50
H: -3.04 -2.53 2.08
C: -1.12 2.88 8.17
C: -1.85 2.21 7.27
C: -1.24 1.59 6.03
O: -2.00 1.00 5.28
C: 0.17 1.74 5.80
C: 0.91 2.41 6.70
C: 0.31 3.01 7.95
O: 1.08 3.58 8.71
O: 2.21 2.61 6.59
O: -3.16 2.04 7.37
H: -1.54 3.32 9.06
H: 0.60 1.31 4.90
H: 2.48 3.11 7.38
H: -3.44 1.53 6.58
C: -0.79 4.12 -0.02
C: -1.61 5.07 0.46
C: -2.72 4.76 1.45
O: -3.37 5.71 1.84
C: -2.92 3.39 1.87
C: -2.10 2.45 1.38
C: -0.98 2.76 0.41
O: -0.30 1.81 0.05
O: -2.20 1.17 1.70
O: -1.53 6.35 0.15
H: 0.00 4.33 -0.72
H: -3.72 3.18 2.57
H: -1.48 0.70 1.21
H: -2.26 6.78 0.66
C: 3.61 -8.80 -5.98
C: 2.58 -9.31 -5.30
C: 2.50 -9.24 -3.79
O: 1.51 -9.73 -3.26
C: 3.57 -8.61 -3.07
C: 4.61 -8.09 -3.74
C: 4.68 -8.15 -5.25
O: 5.66 -7.63 -5.76
O: 5.64 -7.50 -3.17
O: 1.55 -9.93 -5.86
H: 3.68 -8.84 -7.06
H: 3.49 -8.59 -1.99
H: 6.24 -7.21 -3.90
H: 0.96 -10.20 -5.14
C: 8.17 -5.01 -8.87
C: 8.00 -5.84 -7.82
C: 8.43 -5.45 -6.42
O: 8.24 -6.27 -5.54
C: 9.06 -4.16 -6.22
C: 9.22 -3.34 -7.26
C: 8.77 -3.72 -8.66
O: 8.96 -2.89 -9.53
O: 9.78 -2.15 -7.19
O: 7.45 -7.04 -7.93
H: 7.86 -5.28 -9.87
H: 9.38 -3.90 -5.22
H: 9.76 -1.79 -8.10
H: 7.42 -7.41 -7.03
C: -1.24 1.34 -5.92
C: -2.05 1.97 -5.07
C: -1.70 2.16 -3.61
O: -2.51 2.77 -2.93
C: -0.46 1.62 -3.11
C: 0.36 0.98 -3.97
C: 0.02 0.81 -5.43
O: 0.84 0.23 -6.12
O: 1.52 0.45 -3.63
O: -3.23 2.49 -5.41
H: -1.48 1.20 -6.97
H: -0.24 1.76 -2.06
H: 1.89 0.06 -4.44
H: -3.59 2.89 -4.59
C: 0.16 11.63 -2.49
C: -0.70 12.46 -1.89
C: -1.81 11.96 -0.99
O: -2.52 12.81 -0.47
C: -1.96 10.54 -0.79
C: -1.09 9.71 -1.39
C: 0.03 10.20 -2.27
O: 0.77 9.35 -2.75
O: -1.14 8.39 -1.24
O: -0.67 13.78 -2.02
H: 0.96 11.98 -3.13
H: -2.76 10.19 -0.16
H: -0.40 8.02 -1.76
H: -1.40 14.12 -1.47
C: -0.41 10.93 5.13
C: -0.36 9.65 5.53
C: -1.07 8.54 4.78
O: -0.93 7.41 5.23
C: -1.84 8.87 3.61
C: -1.89 10.15 3.21
C: -1.17 11.26 3.94
O: -1.27 12.38 3.47
O: -2.57 10.56 2.15
O: 0.30 9.24 6.60
H: 0.09 11.73 5.65
H: -2.36 8.07 3.09
H: -2.44 11.53 2.09
H: 0.17 8.27 6.64

Output
* molar mass: 1395.755 g/mol
* total charge: 0
* maximum force: 1.4 eV/A
* LUMO energy: -1.935 eV
* electronic energy: -5824.2353 a.u.